Here is a single C26H28ClNO molecule from OMol25. Energies are from the ωB97M-V functional and the def2-TZVPD basis.

Geometry (Å):
1 C -3.76668 -0.27056 -2.34494
2 C -3.79333 -1.01920 -1.01933
3 N -4.98373 -0.75148 -0.22727
4 C -5.06244 -1.60632 0.94554
5 C -5.64965 -2.97282 0.59765
6 C -5.30817 0.63238 0.01981
7 C -4.37406 1.45513 0.94390
8 O -3.29878 2.03727 0.23324
9 C -2.03554 1.54256 0.28653
10 C -1.55298 0.59656 1.18675
11 C -0.23700 0.17785 1.11844
12 C 0.63448 0.68922 0.16458
13 C 2.03812 0.25501 0.08901
14 C 2.41237 -1.03549 0.06730
15 Cl 1.21164 -2.29549 -0.03819
16 C 3.78922 -1.53136 0.12624
17 C 4.69374 -0.98034 1.03416
18 C 5.99158 -1.44841 1.09734
19 C 6.40645 -2.47379 0.26274
20 C 5.51067 -3.03714 -0.63020
21 C 4.20965 -2.57534 -0.69484
22 C 3.02919 1.34217 -0.01584
23 C 2.92249 2.45414 0.81614
24 C 3.82925 3.49296 0.71813
25 C 4.84521 3.44335 -0.22153
26 C 4.94576 2.35078 -1.06741
27 C 4.04524 1.30742 -0.96803
28 C 0.15798 1.66537 -0.71081
29 C -1.15321 2.07730 -0.65734
30 H -4.71349 -0.39471 -2.86464
31 H -2.97027 -0.67377 -2.96586
32 H -3.57388 0.78900 -2.19996
33 H -3.80057 -2.09171 -1.23074
34 H -2.86609 -0.80459 -0.45999
35 H -4.07463 -1.74641 1.41635
36 H -5.71750 -1.12733 1.67773
37 H -4.98671 -3.53198 -0.05624
38 H -6.60310 -2.84344 0.09337
39 H -5.80413 -3.55127 1.50518
40 H -6.30613 0.64921 0.46825
41 H -5.36745 1.15140 -0.93775
42 H -4.94589 2.30069 1.34153
43 H -4.03723 0.84617 1.78453
44 H -2.18411 0.17490 1.95456
45 H 0.11883 -0.54749 1.83500
46 H 4.36946 -0.19018 1.69432
47 H 6.68224 -1.01496 1.80561
48 H 7.42223 -2.83683 0.31368
49 H 5.82619 -3.84143 -1.27857
50 H 3.51257 -3.01583 -1.39232
51 H 2.12889 2.49305 1.54854
52 H 3.74137 4.34563 1.37553
53 H 5.55205 4.25610 -0.29936
54 H 5.72795 2.31359 -1.81142
55 H 4.11781 0.46329 -1.63731
56 H 0.82394 2.08576 -1.45010
57 H -1.52986 2.82142 -1.34171

The calculation puts the strongest force on any atom at 0.6 eV/Å. The calculation puts the energy at -43475.9738 eV. For the molar mass, the calculation gives 405.97 u. Its lowest unoccupied orbital energy is 0.42 eV. The energy above the lowest of the compared OMol25 structures with the same formula, charge and spin is 4.1 kcal per mole.

Mulliken atomic charge list, values in e, 6 entries:
1. C -1.530
2. C 0.005
3. N 0.177
4. C -0.389
5. C -1.418
6. C -1.124

Here is a molecular structure, C31H49ClP2Zr at a distorted geometry from OMol25. Energies are from the ωB97M-V functional and the def2-TZVPD basis.

Geometry (Å):
1 Zr -0.14151 -0.30506 0.74285
2 C -0.71004 -2.36601 2.09098
3 C 0.66291 -2.41077 1.62990
4 C 0.54791 -1.01841 3.49283
5 C -0.74994 -1.54433 3.27013
6 C 1.41764 -1.50397 2.46507
7 C -1.80139 -3.28603 1.65870
8 H -1.65189 -3.64920 0.63294
9 H -2.77882 -2.78459 1.70459
10 H -1.85677 -4.16987 2.31647
11 C -1.86602 -1.51188 4.24405
12 H -2.68999 -2.15823 3.91935
13 H -2.27353 -0.50576 4.38343
14 H -1.53349 -1.86278 5.23020
15 C 0.99157 -0.30430 4.71462
16 H 0.68122 -0.84764 5.61879
17 H 0.55727 0.70142 4.78406
18 H 2.07975 -0.19477 4.74060
19 C 2.90136 -1.38267 2.48078
20 H 3.33218 -1.93315 3.33496
21 H 3.21150 -0.33229 2.58581
22 H 3.35166 -1.78862 1.57115
23 C 1.26408 -3.46914 0.76096
24 H 1.70718 -4.28317 1.36440
25 H 2.07740 -3.06303 0.13830
26 H 0.51821 -3.93872 0.10559
27 C -1.69172 0.49294 -4.11995
28 C -1.79613 -0.85326 -4.10107
29 C -1.00366 -1.75278 -5.00715
30 C 0.52592 -1.43364 -5.11593
31 C 1.11225 -0.83019 -3.88351
32 C 1.33750 0.49272 -3.77031
33 C 0.61435 1.55724 -4.57089
34 C -0.81897 1.23870 -5.08837
35 H -1.43964 -1.73099 -6.01601
36 H 0.69772 -0.79303 -6.00027
37 H -1.09007 -2.78600 -4.64774
38 H -0.76747 0.72135 -6.05954
39 H -2.34378 1.12938 -3.50298
40 H -2.64174 -1.35157 -3.62172
41 H -1.30203 2.21051 -5.27703
42 H 0.53275 2.46604 -3.95651
43 H 2.20186 0.85452 -3.20262
44 H 1.23315 1.83196 -5.43887
45 H 1.03948 -2.38853 -5.31628
46 H 1.53924 -1.54281 -3.17016
47 P -1.71573 -0.46378 -1.10279
48 P 1.97834 0.91023 -0.08273
49 C -0.57674 1.01403 -1.64786
50 C 0.70460 1.73946 -1.14470
51 H -1.27841 1.79542 -1.96972
52 H -0.27697 0.47021 -2.54375
53 H 1.29868 2.02320 -2.02338
54 H 0.42681 2.69635 -0.67347
55 C 2.86362 2.25509 0.73925
56 H 3.46070 1.82183 1.55660
57 H 2.14578 2.96776 1.16890
58 H 3.52990 2.77818 0.03645
59 C 3.21658 0.02698 -1.09758
60 H 3.71404 0.69707 -1.81780
61 H 2.74763 -0.80458 -1.64918
62 H 3.97690 -0.40714 -0.42521
63 C -3.44820 -0.24488 -1.44354
64 H -3.97742 -0.99149 -0.82957
65 H -3.78517 -0.35361 -2.47954
66 H -3.77114 0.74412 -1.08222
67 C -0.81289 -1.96506 -1.64565
68 H 0.12995 -2.17542 -1.11973
69 H -0.53081 -1.92073 -2.70008
70 H -1.45645 -2.84601 -1.52038
71 Cl -0.71848 4.11686 0.74693
72 C -0.55887 3.61803 2.38971
73 C -0.03491 4.54125 3.28783
74 C -0.08507 4.28061 4.66610
75 C -0.69927 3.11463 5.10982
76 C -1.19859 2.18700 4.20351
77 C -1.03674 2.35145 2.80757
78 C -1.44927 1.29184 1.82820
79 H 0.40455 5.46172 2.91228
80 H 0.33225 5.00228 5.36937
81 H -0.79198 2.92474 6.19064
82 H -1.75902 1.32747 4.57354
83 H -2.18397 0.62924 2.31553
84 H -1.97167 1.76607 0.98205

The calculation puts the strongest force on any atom at 5.1 eV/Å. The calculation puts the energy at -65305.1129 eV. For the molar mass, the calculation gives 610.36 u. Its lowest unoccupied orbital energy is -6.65 eV. Its net charge is +2.

Mulliken atomic charge list, values in e, 6 entries:
1. Zr -1.055
2. C 1.669
3. C 0.587
4. C 0.995
5. C 0.265
6. C 0.311

Here is 2 unconnected molecules or ions with the total composition C2H9NOS at a distorted geometry from OMol25. Energies are from the ωB97M-V functional and the def2-TZVPD basis.

Geometry (Å):
1 N 1.69348 -0.95483 -0.89705
2 C 1.81319 0.18024 0.04133
3 O 1.60963 1.48231 -0.56647
4 H 0.72955 -0.94661 -1.07090
5 H 2.25823 -0.86034 -1.75579
6 H 1.00705 0.12642 0.80730
7 H 2.83272 0.32876 0.52872
8 H 0.61793 1.64062 -0.48694
9 C -2.03199 -0.23257 1.08556
10 S -1.52175 0.27370 -0.67970
11 H -2.93238 0.26547 1.32083
12 H -2.20795 -1.33244 1.29153
13 H -1.21223 0.27534 1.70780
14 H -2.65549 -0.24608 -1.32620

The calculation puts the strongest force on any atom at 2.6 eV/Å. The calculation puts the energy at -16591.7123 eV. For the molar mass, the calculation gives 95.17 u. Its lowest unoccupied orbital energy is 0.47 eV. The energy above the lowest of the compared OMol25 structures with the same formula, charge and spin is 22.0 kcal per mole.

Mulliken atomic charge list, values in e, 6 entries:
1. N -0.467
2. C -0.360
3. O -0.505
4. H 0.268
5. H 0.252
6. H 0.243

Here is a single C17H19NO6 molecule from OMol25. Energies are from the ωB97M-V functional and the def2-TZVPD basis.

Geometry (Å):
1 C -0.45393 -5.13135 -0.04636
2 C -0.33810 -5.34435 -1.55074
3 C 0.32348 -4.15998 -2.25050
4 O -0.41110 -2.94838 -2.05550
5 C -1.48910 -2.76488 -2.80749
6 O -1.86881 -3.50143 -3.67511
7 C -2.20406 -1.46221 -2.44335
8 N -1.59897 -0.79630 -1.32209
9 C -1.66703 -1.28394 -0.02377
10 O -2.30826 -2.24214 0.32099
11 C -0.81428 -0.37417 0.78066
12 C -0.53035 -0.36896 2.13107
13 C 0.31916 0.62262 2.60544
14 C 0.86495 1.57793 1.75066
15 C 1.76542 2.60851 2.34645
16 O 2.03186 2.65990 3.52180
17 O 2.24159 3.44833 1.42854
18 C 3.09487 4.49679 1.88864
19 C 2.29272 5.68182 2.42165
20 C 1.42277 6.30953 1.33972
21 C 0.57406 1.56985 0.38278
22 C -0.26762 0.58339 -0.08098
23 C -0.75749 0.30263 -1.45334
24 O -0.52608 0.87050 -2.48792
25 H -0.89938 -6.00525 0.42164
26 H -1.08201 -4.27084 0.17185
27 H 0.52774 -4.96566 0.39318
28 H -1.32921 -5.49583 -1.98135
29 H 0.26238 -6.23116 -1.76148
30 H 1.31027 -3.95618 -1.82962
31 H 0.40518 -4.35336 -3.32502
32 H -3.24755 -1.70373 -2.21993
33 H -2.16457 -0.78865 -3.30448
34 H -0.95523 -1.11072 2.78895
35 H 0.57726 0.67504 3.65281
36 H 3.74993 4.10232 2.67231
37 H 3.68426 4.78492 1.01580
38 H 1.67040 5.33725 3.24959
39 H 2.99712 6.41789 2.81182
40 H 0.73612 5.57287 0.92901
41 H 0.84183 7.13088 1.75108
42 H 2.03926 6.69361 0.53000
43 H 0.99580 2.30758 -0.28064

The calculation puts the strongest force on any atom at 0.8 eV/Å. The calculation puts the energy at -31714.3754 eV. For the molar mass, the calculation gives 333.34 u. Its lowest unoccupied orbital energy is -0.85 eV. The energy above the lowest of the compared OMol25 structures with the same formula, charge and spin is 0.0 kcal per mole.

Mulliken atomic charge list, values in e, 6 entries:
1. C -0.870
2. C -0.387
3. C -0.635
4. O -0.249
5. C 0.630
6. O -0.612

Here is a molecular structure, C6H7O2 at a distorted geometry from OMol25. Energies are from the ωB97M-V functional and the def2-TZVPD basis.

Geometry (Å):
1 C 1.45872 1.90515 0.94578
2 C 0.13531 1.66876 1.03479
3 C 1.64481 0.74888 0.09432
4 C 0.17929 0.31027 0.19084
5 C -0.09437 -1.06133 0.79909
6 C -0.70363 0.32810 -1.04918
7 O -1.22287 2.35417 1.71268
8 O 2.53634 0.07635 -0.41647
9 H 1.97305 2.79392 1.18473
10 H 0.23967 -1.16368 1.80230
11 H 0.53096 -1.78469 0.22819
12 H -1.17475 -1.26983 0.61387
13 H -1.70355 -0.07121 -0.65272
14 H -0.26239 -0.40937 -1.74207
15 H -0.87883 1.41915 -1.34028

The calculation puts the strongest force on any atom at 8.3 eV/Å. The calculation puts the energy at -10427.8525 eV. For the molar mass, the calculation gives 111.12 u. Its lowest unoccupied orbital energy (spin up / spin down) is 3.84 / 3.84 eV. Its net charge is -1. The energy above the lowest of the compared OMol25 structures with the same formula, charge and spin is 62.0 kcal per mole.

Mulliken atomic charge list, values in e, 6 entries:
1. C -0.846
2. C -0.073
3. C 0.284
4. C 1.483
5. C -1.391
6. C -1.338